(1)
Molecular formula: C37H34ClN2O9P2ReS3
Method: DFT, the ωB97M-V functional and the def2-TZVPD basis

net charge	+1
energy relative to the best compared isomer or geometry (same formula, charge and spin)	339.1	kJ/mol
E_LUMO (alpha / beta)	-0.172 / -0.190	Ha
spin multiplicity	4
HOMO energy (alpha / beta)	-9.72 / -9.72	eV

Positions of all 89 atoms, in Å:
1 Re 0.89485 0.43577 0.94352
2 C -0.96647 8.74920 2.30103
3 C -0.60237 7.40779 1.74086
4 C -0.95186 6.23564 2.40641
5 C -0.60533 4.99746 1.89569
6 C 0.06602 4.92359 0.68693
7 C 0.44611 6.07923 0.02070
8 C 0.11121 7.31402 0.54746
9 S 0.53716 3.35066 -0.04354
10 O 0.28911 2.40613 1.14517
11 C -0.89808 3.15599 -1.12717
12 C -0.57407 3.40672 -2.47722
13 C -1.47689 3.15600 -3.46377
14 C -2.73420 2.58893 -3.15071
15 C -3.66670 2.26542 -4.16263
16 C -4.86899 1.69736 -3.84804
17 C -5.19278 1.44214 -2.50281
18 C -4.32800 1.77912 -1.49909
19 C -3.07023 2.35481 -1.79158
20 C -2.13084 2.68167 -0.76303
21 C -2.60604 2.61035 0.64698
22 C -3.35742 3.72357 1.13053
23 C -3.49749 4.91561 0.38049
24 C -4.23162 5.96273 0.85976
25 C -4.87561 5.87451 2.10851
26 C -4.76291 4.73825 2.85808
27 C -3.99077 3.64608 2.39978
28 C -3.84157 2.47355 3.17247
29 C -3.08077 1.43423 2.72532
30 C -2.46990 1.50424 1.45712
31 S -1.51038 0.08386 0.86725
32 O -2.09438 -0.33925 -0.39584
33 C -1.77142 -1.17371 2.10929
34 C -1.04351 -1.04830 3.29281
35 C -1.03899 -2.08445 4.20056
36 C -1.74648 -3.26237 3.93939
37 C -1.68722 -4.39313 4.91880
38 C -2.47903 -3.35604 2.76100
39 C -2.49293 -2.31847 1.84091
40 H -1.92904 8.72380 2.80828
41 H -0.99678 9.50008 1.51447
42 H -0.21412 9.06122 3.02683
43 H -1.50299 6.29685 3.33577
44 H -0.85363 4.08966 2.42679
45 H 1.00226 6.01222 -0.90575
46 H 0.40448 8.21561 0.02740
47 H 0.40631 3.79865 -2.71464
48 H -1.23866 3.37550 -4.49580
49 H -3.41166 2.48796 -5.19082
50 H -5.57496 1.44444 -4.62687
51 H -6.14529 0.98934 -2.26608
52 H -4.59776 1.59669 -0.46845
53 H -3.00868 4.99740 -0.58036
54 H -4.32694 6.86809 0.27655
55 H -5.46374 6.70789 2.46707
56 H -5.25365 4.66298 3.82002
57 H -4.34670 2.40996 4.12682
58 H -2.96361 0.54200 3.32053
59 H -0.48232 -0.13604 3.48798
60 H -0.47088 -2.00003 5.11746
61 H -2.02756 -4.05935 5.89909
62 H -0.65908 -4.73923 5.02892
63 H -2.30347 -5.22826 4.59658
64 H -3.02478 -4.26303 2.54196
65 H -3.04283 -2.40526 0.91675
66 O 3.10533 2.83675 0.31874
67 P 3.67426 1.37828 0.72253
68 O 5.11504 1.40111 0.88908
69 O 2.75256 0.84192 1.81730
70 O 3.25670 0.50505 -0.60278
71 P 2.11870 0.58786 -1.71017
72 O 2.45282 1.86735 -2.58939
73 O 2.09606 -0.65579 -2.47687
74 O 0.77590 0.97968 -1.01162
75 H 3.85484 3.44838 0.32622
76 H 3.09504 1.64437 -3.27683
77 Cl 1.32212 -1.67448 1.21776
78 S -0.75284 -3.49319 -0.74282
79 C -1.14524 -2.81282 -2.23219
80 N -2.39489 -2.67663 -2.70262
81 C -2.41153 -2.00065 -3.99411
82 C -0.91183 -1.82745 -4.30116
83 N -0.26073 -2.46011 -3.15865
84 H -3.19522 -2.69536 -2.09879
85 H -2.93558 -1.04643 -3.93588
86 H -2.90860 -2.62690 -4.73800
87 H -0.61159 -0.77706 -4.35994
88 H -0.60586 -2.32935 -5.22056
89 H 0.68742 -2.17807 -2.92981



(2)
Molecular formula: C37H34F6N2O10S4TeV
Method: DFT, the ωB97M-V functional and the def2-TZVPD basis

net charge	-2
energy relative to the best compared isomer or geometry (same formula, charge and spin)	142.6	kJ/mol
E_LUMO (alpha / beta)	0.138 / 0.138	Ha
spin multiplicity	2
HOMO energy (alpha / beta)	-1.45 / -0.87	eV

Positions of all 95 atoms, in Å:
1 V 0.40947 0.52494 0.98243
2 O -2.83005 -0.53084 -3.35340
3 C -2.85990 -0.26906 -2.02361
4 O -2.65260 -1.10866 -1.20343
5 C -3.30814 1.16768 -1.76232
6 O -2.48501 2.01797 -0.98726
7 C -1.27383 2.42047 -1.61731
8 C -0.25793 1.29764 -1.89175
9 O 0.11162 1.11311 -3.04530
10 O 0.16257 0.64043 -0.86377
11 H -2.42698 -1.40008 -3.47768
12 H -3.48221 1.63322 -2.73967
13 H -4.23642 1.10092 -1.19516
14 H -1.53728 2.91572 -2.55834
15 H -0.78506 3.11184 -0.93113
16 F 4.04147 0.30777 3.67122
17 C 4.51938 -0.74189 3.01008
18 F 5.72905 -0.41297 2.52815
19 F 4.69958 -1.74369 3.88377
20 S 3.35503 -1.27978 1.66127
21 O 3.01068 -0.06233 0.96694
22 O 4.12801 -2.26322 0.94989
23 N 2.20639 -1.94269 2.49580
24 S 0.87525 -1.11943 2.78337
25 O -0.38757 -1.65800 2.34172
26 O 1.08728 0.31855 2.93260
27 C 0.79539 -1.57645 4.59474
28 F 0.65111 -2.89940 4.78845
29 F 1.90503 -1.19227 5.24859
30 F -0.24177 -0.97091 5.17689
31 C 4.41034 8.62515 1.95397
32 C 5.64362 8.78672 1.10556
33 O 6.48603 9.62220 1.30750
34 S 5.83178 7.73200 -0.33317
35 C 4.69772 6.39036 -0.07643
36 C 5.02191 5.36213 0.80896
37 C 4.12411 4.33938 1.04568
38 C 2.87668 4.29739 0.38938
39 C 2.58566 5.32774 -0.52317
40 C 3.48362 6.35377 -0.75631
41 C 1.97442 3.23586 0.63423
42 C 1.21709 2.28931 0.84047
43 H 4.62699 8.97305 2.96285
44 H 4.06132 7.59777 1.98170
45 H 3.61434 9.23931 1.52921
46 H 5.98084 5.38011 1.31411
47 H 4.36875 3.54819 1.74211
48 H 1.63694 5.31113 -1.04345
49 H 3.24771 7.14067 -1.46298
50 C -4.86374 5.96387 4.74230
51 C -4.19896 4.82997 4.00092
52 C -4.89558 3.68396 3.65347
53 C -4.26747 2.59680 3.04585
54 C -5.09806 1.38608 2.70326
55 C -2.89085 2.63090 2.76939
56 Te -1.91341 0.79412 2.18644
57 C -2.19317 3.81918 3.06982
58 C -0.73275 3.93950 2.75622
59 C -2.84885 4.88639 3.67472
60 H -5.93691 5.78878 4.83909
61 H -4.71822 6.91635 4.22534
62 H -4.44261 6.06420 5.74628
63 H -5.96025 3.62733 3.87100
64 H -6.15992 1.57617 2.88072
65 H -4.78161 0.52278 3.29292
66 H -4.94574 1.11599 1.65598
67 H -0.56204 3.78123 1.69343
68 H -0.16199 3.16284 3.26936
69 H -0.34167 4.91828 3.04566
70 H -2.28726 5.78736 3.91259
71 N 0.97873 -1.93060 -0.06902
72 S 0.21098 -2.73448 -1.15819
73 C 0.77648 -4.45586 -1.09841
74 C -0.17418 -5.46175 -1.01867
75 C 0.22500 -6.78690 -0.90175
76 C 1.57459 -7.10243 -0.86402
77 C 2.52319 -6.08847 -0.95372
78 C 2.12908 -4.76706 -1.06963
79 C 1.00765 -2.39808 -2.77105
80 C 1.86559 -1.31792 -2.84583
81 C 2.53872 -1.07176 -4.03601
82 C 2.35567 -1.90563 -5.12806
83 C 1.47508 -2.97908 -5.04855
84 C 0.78894 -3.22205 -3.86948
85 H 1.97084 -2.12998 -0.12506
86 H -1.22655 -5.20023 -1.02608
87 H -0.51513 -7.57453 -0.82738
88 H 1.89142 -8.13131 -0.74622
89 H 3.57841 -6.33015 -0.92338
90 H 2.87088 -3.97667 -1.10917
91 H 1.98975 -0.67118 -1.98637
92 H 3.19646 -0.21509 -4.10504
93 H 2.90007 -1.72160 -6.04678
94 H 1.32575 -3.62513 -5.90570
95 H 0.09997 -4.05674 -3.79616



(3)
Molecular formula: C37H34N7PRuS4
Method: DFT, the ωB97M-V functional and the def2-TZVPD basis

net charge	+1
E_LUMO (alpha / beta)	-0.138 / -0.152	Ha
spin multiplicity	2
HOMO energy (alpha / beta)	-10.08 / -10.07	eV

Positions of all 84 atoms, in Å:
1 Ru 0.41082 -0.09897 0.22260
2 C -1.33823 -1.82814 2.61304
3 N -1.05520 -1.61706 1.22392
4 C -1.63601 -2.34210 0.33364
5 C -1.19489 -2.34481 -1.00593
6 C -1.66734 -3.09755 -2.09990
7 C -0.83089 -2.80679 -3.16266
8 C 0.12507 -1.90044 -2.67743
9 N -0.08660 -1.62756 -1.38784
10 C -0.30416 -2.72529 3.27342
11 C -0.48111 -3.06599 4.60995
12 C 0.43943 -3.86684 5.26027
13 C 1.55646 -4.32959 4.58022
14 C 1.73474 -4.00258 3.24655
15 C 0.79972 -3.21634 2.58994
16 H -2.33235 -2.27978 2.74593
17 H -1.33330 -0.86146 3.12706
18 H -2.45089 -3.02034 0.60277
19 H -2.51135 -3.76250 -2.08127
20 H -0.87539 -3.21060 -4.15670
21 H 0.96534 -1.48538 -3.21016
22 H -1.34324 -2.69482 5.14520
23 H 0.28227 -4.13642 6.29510
24 H 2.27059 -4.96518 5.08265
25 H 2.60053 -4.36374 2.70589
26 H 0.93982 -2.97128 1.54269
27 N -1.94318 3.32786 1.78863
28 C -1.50225 3.01417 3.05274
29 C -1.75234 3.56531 4.30000
30 C -1.19749 2.92440 5.38922
31 C -0.40861 1.77921 5.24356
32 C -0.13091 1.24396 4.00556
33 C -0.69548 1.86689 2.89721
34 N -0.67708 1.52034 1.57033
35 C -1.43716 2.39576 0.94342
36 C -1.75352 2.26085 -0.45627
37 C -2.35720 3.15690 -1.29579
38 S -2.51749 2.48622 -2.86161
39 C -1.78254 1.03785 -2.28607
40 N -1.44130 1.06533 -1.04402
41 H -2.54255 4.09539 1.53840
42 H -2.37091 4.44176 4.41790
43 H -1.37694 3.31103 6.38086
44 H -0.00678 1.29446 6.11832
45 H 0.48492 0.36546 3.88885
46 H -2.69276 4.15379 -1.08471
47 H -1.62765 0.19278 -2.93194
48 S 4.01892 2.29528 1.12342
49 P 3.80891 0.58256 2.06957
50 S 2.45671 -0.74518 1.26470
51 C 5.35651 -0.37689 2.13777
52 C 6.42522 0.19367 2.81884
53 C 7.61139 -0.50803 2.92937
54 C 7.72823 -1.76918 2.36364
55 C 6.66584 -2.32557 1.67022
56 C 5.47657 -1.62809 1.55192
57 C 3.30951 0.70389 3.81441
58 C 3.00998 -0.47631 4.48889
59 C 2.69860 -0.42676 5.83394
60 C 2.70088 0.79232 6.49788
61 C 2.98752 1.96486 5.81644
62 C 3.28576 1.92719 4.46512
63 H 6.32221 1.17999 3.25268
64 H 8.44531 -0.07187 3.45864
65 H 8.65026 -2.32144 2.46467
66 H 6.75535 -3.30504 1.22315
67 H 4.63757 -2.05177 1.01776
68 H 3.01634 -1.42085 3.96006
69 H 2.46158 -1.33931 6.36148
70 H 2.47978 0.82739 7.55468
71 H 2.98327 2.91171 6.33559
72 H 3.50833 2.83190 3.91511
73 S 1.58041 1.77234 -1.39121
74 C 2.79967 0.89632 -2.14024
75 N 3.08693 -0.39017 -1.94596
76 C 4.23282 -0.82388 -2.72465
77 C 4.56191 0.42498 -3.57092
78 N 3.60529 1.40070 -3.07630
79 H 2.65113 -0.94347 -1.21787
80 H 3.96591 -1.68639 -3.33953
81 H 5.05831 -1.10566 -2.06608
82 H 4.40392 0.25259 -4.63911
83 H 5.58589 0.77542 -3.42132
84 H 3.57502 2.36079 -3.36956



(4)
Molecular formula: C37H34N8O5PRuS2Si
Method: DFT, the ωB97M-V functional and the def2-TZVPD basis

energy relative to the best compared isomer or geometry (same formula, charge and spin)	0.0	kJ/mol
E_LUMO (alpha / beta)	0.008 / -0.031	Ha
spin multiplicity	6
HOMO energy (alpha / beta)	-7.76 / -8.79	eV

Positions of all 89 atoms, in Å:
1 Ru -0.33403 -1.12122 1.13518
2 C 2.61965 -5.35474 -1.45150
3 N 1.47488 -4.61922 -0.93869
4 C 0.16930 -5.02409 -1.02150
5 C -0.57947 -4.04079 -0.44372
6 N 0.25469 -3.04808 -0.02387
7 C 1.49133 -3.40966 -0.32352
8 P 3.02276 -2.50637 0.06909
9 C 2.67401 -2.22166 1.83243
10 N 1.47400 -2.03490 2.34916
11 C 1.62702 -1.94106 3.69980
12 C 2.95165 -2.05062 3.99978
13 N 3.60753 -2.22638 2.81266
14 C 5.04970 -2.31896 2.65107
15 C 2.54474 -0.89912 -0.62501
16 N 1.30793 -0.44035 -0.71735
17 C 1.39863 0.78535 -1.31074
18 C 2.70770 1.06254 -1.57677
19 N 3.43004 -0.01886 -1.15087
20 C 4.88181 -0.12428 -1.18263
21 H 2.28317 -6.34334 -1.75117
22 H 3.38011 -5.45822 -0.68093
23 H 3.04879 -4.84764 -2.31405
24 H -0.10618 -5.96145 -1.47150
25 H -1.64345 -3.98688 -0.27957
26 H 0.78321 -1.77250 4.34636
27 H 3.48260 -1.98209 4.93232
28 H 5.51795 -1.91497 3.54520
29 H 5.36431 -1.71470 1.80187
30 H 5.36455 -3.35286 2.51597
31 H 0.52721 1.38654 -1.50858
32 H 3.18064 1.91302 -2.03662
33 H 5.24487 0.39073 -2.06915
34 H 5.16319 -1.17352 -1.25218
35 H 5.30256 0.31947 -0.28202
36 O 4.29780 1.46992 3.94358
37 S 3.88960 1.53413 2.56837
38 O 4.90220 1.20849 1.58214
39 N 2.56517 0.65018 2.29721
40 C 1.55276 1.38656 1.88690
41 O 0.43456 0.95078 1.51022
42 C 1.85956 2.85372 1.79607
43 C 1.03570 3.88423 1.38409
44 C 1.55732 5.17272 1.38245
45 C 2.87006 5.41534 1.77848
46 C 3.70024 4.37433 2.18117
47 C 3.16379 3.10430 2.17467
48 H 0.01762 3.68570 1.07443
49 H 0.93431 6.00100 1.07059
50 H 3.25043 6.42845 1.77133
51 H 4.72285 4.55244 2.48532
52 O -3.23309 -3.50006 1.79325
53 S -2.81116 -2.50874 2.78242
54 N -1.44332 -1.94216 2.71550
55 O -1.93406 -0.67355 0.03510
56 Si -2.91335 0.28659 -0.83492
57 C -4.37471 -0.68769 -1.47809
58 C -4.63447 -1.97161 -0.99551
59 C -5.72580 -2.70007 -1.45112
60 C -6.57642 -2.15333 -2.40066
61 C -6.33305 -0.87846 -2.89519
62 C -5.24054 -0.15719 -2.43777
63 C -1.93522 0.94322 -2.29794
64 C -1.75499 2.30136 -2.55925
65 C -0.97601 2.73052 -3.62843
66 C -0.37011 1.80070 -4.46016
67 C -0.54667 0.44253 -4.22334
68 C -1.32026 0.02295 -3.15302
69 C -3.50303 1.72730 0.21032
70 C -4.84480 2.09221 0.31814
71 C -5.23664 3.16397 1.11106
72 C -4.28767 3.88818 1.81605
73 C -2.94651 3.53505 1.73136
74 C -2.56164 2.46584 0.93698
75 H -3.98392 -2.40278 -0.24280
76 H -5.91379 -3.69183 -1.05904
77 H -7.42910 -2.71843 -2.75629
78 H -6.99344 -0.45015 -3.63902
79 H -5.05422 0.83336 -2.84212
80 H -2.22255 3.03660 -1.91254
81 H -0.84503 3.78980 -3.81322
82 H 0.23585 2.13237 -5.29432
83 H -0.07613 -0.28577 -4.87256
84 H -1.44065 -1.03984 -2.96727
85 H -5.59846 1.52650 -0.21817
86 H -6.28405 3.42909 1.18426
87 H -4.59168 4.72082 2.43816
88 H -2.20608 4.08961 2.29604
89 H -1.51459 2.18170 0.89815



- The highest spin multiplicity belongs to which entry?
  C37H34N8O5PRuS2Si



- Which value of spin multiplicity does entry 3 give?
  2



- The highest spin multiplicity belongs to which entry?
  C37H34N8O5PRuS2Si



- The highest spin multiplicity belongs to which entry?
  C37H34N8O5PRuS2Si